106
Properties=species:S:1:pos:R:3:mulliken_charge:R:1 method="wB97M-V/def2-TZVPD" largest_force_ha_per_bohr=0.18719 gap_ev=1.9 e_lumo_ev=-8.6 total_charge=+1 relative_energy_kj_mol=476.89
Sn 4.8090 0.9064 0.7998 1.49
N 1.9938 0.7665 0.4357 0.40
S 0.8643 0.3800 1.4024 0.28
O 0.6762 -1.0601 1.7152 -0.01
O -0.3384 1.2273 1.4053 -0.66
F 1.7827 0.8383 2.5880 -0.31
S 0.8935 0.6003 -0.9061 0.57
O 0.2302 1.8176 -1.4283 0.10
O 0.1342 -0.6224 -1.0376 -0.36
F 1.9390 0.2938 -2.0420 -0.48
C -3.0939 3.7829 -0.7724 0.42
O -3.8318 4.6103 -0.3644 -0.72
N -1.9891 3.3627 -0.2068 0.44
N -3.3452 3.2608 -1.8838 -0.16
H -1.4443 2.6664 -0.6951 -0.50
H -1.5051 3.6762 0.6224 0.17
H -4.2359 3.4486 -2.3214 0.25
H -2.8732 2.4219 -2.1895 0.27
C -4.2049 0.6647 1.8085 0.90
O -4.6331 -0.0174 2.6331 -0.79
N -4.7390 1.7569 1.5784 -0.37
N -3.2267 0.3857 1.0771 0.45
H -4.1070 2.4019 1.1260 -0.02
H -5.4542 2.0611 2.2234 0.29
H -2.9159 -0.5711 0.9882 -0.53
H -2.8408 1.1258 0.5084 0.09
C -0.8208 -4.0649 -3.2229 0.52
O -0.2259 -3.6060 -4.2196 -0.70
N -0.7772 -3.6618 -2.0352 -0.11
N -1.6879 -5.0334 -3.3193 -0.44
H -1.6551 -3.8583 -1.5760 0.31
H -0.1387 -2.9661 -1.6767 -0.12
H -1.6233 -5.7289 -2.5898 0.22
H -1.8973 -5.2941 -4.2723 0.26
C -2.2849 -0.1507 -3.3638 0.52
O -1.9484 0.9142 -2.7968 -0.70
N -2.4511 -1.3511 -2.8329 -0.12
N -2.5713 -0.2687 -4.6514 -0.38
H -2.2256 -1.4734 -1.8560 0.02
H -2.6630 -2.1190 -3.4538 0.18
H -2.9812 -1.0816 -5.0888 0.14
H -2.5643 0.5585 -5.2309 0.25
C 2.0544 -0.7367 5.2626 0.39
O 2.0022 -1.9369 5.0974 -0.70
N 0.9966 0.0269 5.0739 -0.21
N 3.1089 -0.0750 5.4030 -0.43
H 0.1172 -0.3560 5.3904 0.34
H 1.0843 1.0317 5.1259 0.10
H 3.9295 -0.6055 5.1472 0.25
H 3.2727 0.9150 5.2890 0.20
C 4.3456 3.1012 -2.7528 0.75
O 4.7522 2.7373 -1.6557 -0.53
N 4.2960 4.3286 -3.1908 -0.42
N 3.7689 2.3756 -3.6268 -0.30
H 4.6087 5.1067 -2.6278 0.24
H 4.0964 4.5148 -4.1632 0.18
H 3.7416 1.3660 -3.6299 0.18
H 3.0712 2.8388 -4.1913 0.04
C -2.1800 -0.7891 4.8186 0.64
O -1.3904 -1.1013 5.6969 -0.80
N -3.2844 -1.4604 4.4068 -0.32
N -1.9491 0.3450 4.1493 -0.27
H -3.9235 -0.9429 3.8203 0.35
H -3.4462 -2.4415 4.5837 0.18
H -1.0413 0.7792 4.2364 0.19
H -2.5022 0.5632 3.3329 0.19
C 2.1025 4.8609 0.2373 0.52
O 2.6064 5.8097 0.7886 -0.74
N 2.5250 3.6896 0.3591 0.49
N 1.0706 4.9583 -0.5106 -0.13
H 2.1654 2.9043 -0.1644 -0.48
H 3.2347 3.5327 1.0604 0.04
H 0.4986 5.7628 -0.7244 0.24
H 0.6480 4.1024 -0.8406 -0.12
C 1.4463 -5.0226 3.3332 0.68
O 1.1420 -6.1565 3.0370 -0.71
N 1.5248 -4.8191 4.6055 -0.31
N 1.6584 -4.0398 2.5041 0.07
H 1.4757 -5.6075 5.2349 0.20
H 1.4007 -3.8657 4.9150 0.30
H 1.8016 -3.1753 3.0063 0.02
H 1.6508 -4.1353 1.4987 0.00
C 3.4638 -2.8200 -0.4488 0.49
O 2.3904 -3.3036 -0.1908 -0.64
N 4.5228 -2.9297 0.2377 -0.36
N 3.7448 -2.1003 -1.4531 -0.26
H 4.4609 -3.4323 1.1116 0.24
H 5.4000 -2.4933 -0.0075 0.14
H 4.6778 -1.7836 -1.6751 0.19
H 3.0085 -1.9174 -2.1198 0.13
C 0.3802 2.7994 -5.5582 0.70
O 0.2929 1.7689 -6.2083 -0.68
N -0.2267 2.9477 -4.3657 -0.14
N 0.7501 3.9058 -6.0891 -0.39
H -0.4663 2.0820 -3.9039 -0.22
H -0.4166 3.8635 -3.9845 0.15
H 0.6393 4.7581 -5.5586 0.15
H 1.0079 3.9602 -7.0641 0.25
C -2.4444 -2.8687 1.2214 0.80
O -2.2955 -2.2189 0.2293 -0.91
N -1.5321 -2.9867 2.1020 0.20
N -3.5546 -3.3954 1.4969 -0.34
H -0.7006 -2.5016 1.7964 -0.51
H -1.6855 -3.5135 2.9500 0.21
H -3.5634 -3.9056 2.3685 0.14
H -4.3632 -3.2980 0.8995 0.27

=====

92
Properties=species:S:1:pos:R:3:mulliken_charge:R:1 method="wB97M-V/def2-TZVPD" largest_force_ha_per_bohr=0.35635 gap_ev=7.5 e_lumo_ev=-0.2 total_charge=0 relative_energy_kj_mol=4402.79
C -30.2568 -5.5848 4.1431 -1.38
O -30.7326 -4.4682 3.3506 -0.29
H -29.5904 -5.3476 4.9725 1.28
H -31.1206 -6.1134 4.5461 1.74
H -29.7901 -6.3128 3.4795 -1.19
H -30.9154 -3.6943 3.8884 0.03
C -32.6993 -6.2458 6.0079 -2.14
O -32.9521 -7.2830 5.1191 -0.46
H -32.5362 -6.5688 7.0360 0.56
H -31.8237 -5.6978 5.6598 -0.31
H -33.4992 -5.5150 6.1262 0.92
H -32.4858 -8.1100 5.2617 0.48
C -33.8229 -5.6828 2.9388 0.73
O -34.3553 -5.3057 1.8803 -0.80
N -33.6550 -6.9228 3.3056 -0.46
N -33.2921 -4.8465 3.7506 0.44
H -34.1264 -7.6255 2.7541 0.35
H -33.2681 -7.0366 4.2316 0.38
H -32.9725 -5.2803 4.6048 0.02
H -33.3415 -3.8623 3.5292 -0.06
C -32.4734 -3.5064 5.4886 0.67
O -31.3159 -3.8917 5.5355 -1.26
N -32.9159 -2.6122 4.6193 -0.44
N -33.4238 -3.9323 6.3122 0.35
H -33.8157 -2.1884 4.7947 0.21
H -32.2808 -2.1500 3.9843 -0.53
H -33.1205 -4.8301 6.6617 -0.04
H -34.3295 -3.5526 6.5482 0.23
C -28.5671 -7.5498 6.1255 0.18
O -29.5962 -6.9028 6.1078 -0.44
N -28.1137 -8.2493 5.1351 -0.70
N -27.7738 -7.4089 7.1588 -0.36
H -27.2661 -8.7938 5.0629 0.35
H -28.6111 -8.0893 4.2708 0.24
H -26.9587 -8.0053 7.1697 0.17
H -27.9206 -6.7589 7.9178 0.15
C -32.0150 -2.0326 2.4927 1.24
O -31.2101 -2.5720 3.2030 -0.68
N -32.4277 -0.8569 2.6478 -0.30
N -32.4973 -2.6343 1.4268 -0.10
H -33.0452 -0.4563 1.9562 0.25
H -32.0080 -0.3112 3.3868 0.26
H -32.2772 -3.6101 1.2877 -0.51
H -33.0572 -2.1869 0.7151 0.29
C -31.0401 -5.0578 7.9449 0.05
O -32.1549 -4.5925 8.0526 -0.78
N -30.3774 -4.9686 6.8119 0.27
N -30.3382 -5.7216 8.7790 -0.24
H -29.4172 -5.2815 6.7983 0.54
H -30.6125 -4.2860 6.1055 -0.98
H -29.4810 -6.2025 8.5466 -0.06
H -30.7505 -5.8641 9.6900 0.32
C -30.8540 -4.4572 0.6075 0.53
O -30.8939 -4.6577 -0.5761 -0.75
N -30.2215 -3.4586 1.2397 -0.17
N -31.5244 -5.1224 1.4890 -0.84
H -29.8237 -2.6987 0.7064 0.25
H -30.3156 -3.4311 2.2449 -0.13
H -31.3946 -4.9488 2.4754 0.40
H -32.2376 -5.7530 1.1519 0.17
C -30.8664 -8.3454 1.3023 0.03
O -30.0379 -9.2175 1.2294 -0.63
N -32.0171 -8.2558 0.6206 -0.23
N -30.6163 -7.2628 2.0024 0.28
H -32.4281 -7.3352 0.5598 0.06
H -32.3796 -9.0206 0.0696 0.27
H -31.4112 -6.6549 2.1384 -0.92
H -29.8369 -7.3473 2.6392 0.38
C -28.1726 -8.1776 2.9192 0.28
O -29.0571 -7.3821 3.3393 -0.05
N -26.9151 -8.0604 3.2302 -0.71
N -28.4591 -9.2462 2.2672 -0.39
H -26.3333 -8.8314 2.9348 0.21
H -26.6703 -7.4028 3.9566 0.32
H -29.2729 -9.1436 1.6779 0.56
H -27.6362 -9.7976 2.0697 0.23
C -27.8105 -5.5889 0.6084 0.15
O -27.6007 -4.8147 -0.2971 -0.75
N -26.9033 -6.2664 1.2598 -0.27
N -29.0505 -5.7814 1.0152 0.17
H -26.0113 -5.8359 1.0622 0.22
H -27.0059 -7.0594 1.8769 0.23
H -29.8565 -5.4616 0.4974 0.10
H -29.1683 -6.3593 1.8352 1.16
C -29.7365 -1.9654 6.2792 -0.29
O -28.6918 -1.3686 6.6000 -0.85
N -30.0213 -2.1981 5.0627 0.09
N -30.6777 -2.3941 7.1065 -0.01
H -29.4096 -1.9036 4.3150 0.18
H -30.8537 -2.7525 4.9217 1.63
H -30.6187 -2.2556 8.1052 0.33
H -31.2029 -3.1770 6.7440 0.60

=====

72
Properties=species:S:1:pos:R:3:mulliken_charge:R:1 method="wB97M-V/def2-TZVPD" largest_force_ha_per_bohr=0.05629 gap_ev=9.9 e_lumo_ev=0.2 smiles=CO.CO.CO.CO.CO.CO.CO.CO.CO.CO.CO.CO total_charge=0 relative_energy_kj_mol=486.15
C -11.7050 -28.1414 16.4423 -0.24
O -11.2782 -28.1092 17.8193 -0.47
H -11.1960 -29.0191 16.0305 0.47
H -12.7799 -28.1897 16.3193 0.01
H -11.3047 -27.3000 15.8703 -0.12
H -10.4309 -28.5561 17.8302 0.24
C -11.5463 -26.2691 13.4780 -0.32
O -11.5174 -25.8973 12.0601 -0.58
H -10.7506 -27.0035 13.5768 0.57
H -11.5724 -25.4080 14.1473 0.02
H -12.5465 -26.6956 13.4184 0.05
H -10.6243 -25.7308 11.7439 0.29
C -14.5378 -27.0381 18.6178 -0.43
O -15.5696 -27.5179 17.7686 -0.63
H -14.1990 -26.0229 18.3819 0.07
H -14.9439 -27.0169 19.6261 0.41
H -13.6436 -27.6599 18.5701 0.15
H -15.2324 -27.4172 16.8616 0.39
C -15.1613 -23.0582 15.8432 -0.89
O -13.9178 -23.7430 15.6631 -0.21
H -15.0320 -22.2046 16.5129 0.27
H -15.5672 -22.7056 14.8944 0.30
H -15.7944 -23.7888 16.3448 0.32
H -13.2598 -23.2232 15.1857 0.09
C -8.7318 -24.1208 15.0185 -0.50
O -9.2524 -23.8334 13.6924 -0.57
H -8.9435 -23.3018 15.7064 0.19
H -9.0821 -25.0895 15.3466 0.16
H -7.6462 -24.1380 14.8770 0.42
H -8.9165 -22.9531 13.4865 0.30
C -12.1796 -20.6030 16.3004 -0.26
O -12.4431 -20.2251 14.9674 -0.61
H -11.4664 -21.4346 16.3461 -0.14
H -11.7171 -19.7744 16.8431 0.36
H -13.0446 -20.9206 16.8915 0.16
H -12.1231 -20.9553 14.4117 0.50
C -8.5081 -21.4710 18.2097 -0.70
O -8.3376 -22.7769 18.7708 -0.63
H -8.0852 -21.5048 17.1966 0.26
H -9.5667 -21.2346 18.0874 0.22
H -7.9696 -20.7040 18.7572 0.35
H -8.9939 -23.3409 18.3209 0.53
C -11.3137 -24.7787 16.9772 0.24
O -10.7272 -23.9024 17.9322 -0.39
H -12.3791 -24.9612 17.1078 0.28
H -11.2666 -24.2572 16.0175 -0.70
H -10.6742 -25.6588 16.9000 0.35
H -10.7672 -24.2833 18.8224 0.20
C -12.5777 -22.8220 12.5848 -0.46
O -11.7591 -22.6440 13.8078 -0.46
H -13.1298 -21.8868 12.5629 0.36
H -11.9498 -22.9945 11.7158 0.27
H -13.1920 -23.6997 12.7776 0.00
H -11.0200 -23.2878 13.7441 0.12
C -15.2297 -26.4707 14.3987 -0.89
O -14.2112 -26.4437 15.4195 0.26
H -15.3262 -27.5142 14.0936 0.33
H -16.2108 -26.1468 14.7480 0.27
H -14.8762 -25.9095 13.5313 0.25
H -14.1489 -25.4745 15.5610 0.12
C -10.1603 -26.8529 20.6627 -0.28
O -10.1204 -25.4557 20.4008 -0.47
H -10.9764 -27.0593 21.3492 0.27
H -10.2575 -27.3780 19.7076 -0.13
H -9.2029 -27.2066 21.0547 0.34
H -9.2486 -25.0675 20.5302 0.25
C -9.6343 -22.4645 21.6954 -0.43
O -8.3398 -23.0764 21.6060 -0.59
H -9.8715 -21.9254 22.6091 0.33
H -9.7962 -21.8158 20.8292 0.12
H -10.4046 -23.2348 21.5579 0.16
H -8.1245 -22.9713 20.6672 0.46